No. 1
C15H30F6O6SSi2 | wB97M-V/def2-TZVPD

Structure (XYZ):
```
60
Properties=species:S:1:pos:R:3:lowdin_charge:R:1
C 0.643 2.475 -0.682 -0.119
C -0.804 2.541 0.097 -0.383
C -1.714 3.874 -0.338 -0.098
C -0.713 2.434 1.730 -0.172
C -1.675 1.189 2.196 -0.305
C -2.388 1.479 3.673 -0.104
C -0.786 -0.189 2.153 -0.242
O -1.600 -1.213 1.480 -0.319
Si -0.676 -2.144 0.310 0.545
O -1.776 -2.458 -1.070 -0.499
Si -1.661 -1.148 -2.246 0.219
S -3.553 -0.590 -3.146 0.353
H 0.442 1.865 -1.687 0.071
H 1.485 1.898 -0.109 0.077
H 0.994 3.540 -1.019 0.079
H -1.433 1.612 -0.306 0.093
H -2.844 3.524 -0.176 0.091
H -1.525 4.056 -1.479 0.080
H -1.403 4.770 0.348 0.079
H -1.186 3.443 2.156 0.118
H 0.403 2.295 2.105 0.119
H -2.588 1.021 1.446 0.145
H -1.750 2.173 4.367 0.081
H -2.707 0.458 4.153 0.082
H -3.388 2.073 3.414 0.087
H -0.605 -0.543 3.253 0.131
H 0.262 -0.028 1.634 0.103
H 0.564 -1.523 -0.136 -0.014
H -0.361 -3.436 0.963 -0.022
H -0.929 -0.043 -1.633 -0.077
H -0.801 -1.629 -3.357 -0.041
H -4.043 0.626 -2.592 -0.153
C 6.370 5.127 -0.448 -0.064
C 6.222 4.881 1.041 -0.212
O 4.924 5.298 1.491 0.011
C 3.907 4.392 1.325 -0.318
O 4.056 3.282 0.823 0.137
C 2.599 4.943 1.890 -0.460
F 2.386 6.249 1.554 0.143
F 2.566 4.893 3.253 0.146
F 1.501 4.260 1.458 0.116
H 6.158 6.174 -0.689 0.084
H 7.384 4.886 -0.781 0.084
H 5.663 4.519 -1.021 0.078
H 6.956 5.483 1.587 0.127
H 6.410 3.833 1.298 0.126
C -3.365 -5.896 -0.990 -0.062
C -2.244 -6.854 -0.636 -0.210
O -2.071 -7.830 -1.675 0.009
C -1.295 -7.448 -2.739 -0.324
O -0.764 -6.345 -2.838 0.143
C -1.155 -8.593 -3.741 -0.471
F -2.335 -9.237 -3.977 0.139
F -0.283 -9.549 -3.309 0.141
F -0.699 -8.185 -4.959 0.140
H -4.287 -6.445 -1.209 0.083
H -3.554 -5.200 -0.168 0.083
H -3.119 -5.316 -1.886 0.076
H -2.505 -7.403 0.275 0.126
H -1.307 -6.323 -0.434 0.122
```

The value obtained for the highest occupied orbital energy is -9.93 eV. The charge is 0. The energy relative to the best compared isomer or geometry (same formula, charge and spin) comes out at 4.602 eV. The LUMO energy comes out at 0.0155 Ha. The calculation puts the orbital gap at 10.4 eV.

***

No. 2
C15H30F9I2O2PS | wB97M-V/def2-TZVPD

Structure (XYZ):
```
60
Properties=species:S:1:pos:R:3:lowdin_charge:R:1
C -2.674 -4.220 -1.326 -0.205
C -2.653 -3.678 0.255 -0.843
I -0.756 -4.316 1.153 0.717
C -2.747 -2.026 0.322 -0.972
I -4.141 -1.382 1.942 0.657
P -1.011 -1.190 0.577 0.701
C -0.939 0.344 -0.569 -0.416
C 0.317 1.361 -0.257 -0.137
C 1.590 1.085 -1.278 -0.198
F 2.030 -0.361 -1.283 -0.005
F 0.996 1.269 -2.659 -0.018
C 2.805 2.159 -1.184 -0.224
F 3.803 1.849 -2.261 0.007
F 2.225 3.499 -1.572 0.003
S 3.642 2.385 0.453 1.084
F 3.118 0.902 1.114 -0.179
F 2.375 3.304 1.147 -0.177
F 4.398 3.822 -0.196 -0.196
F 5.015 1.517 -0.197 -0.204
F 4.542 2.643 1.891 -0.177
H -2.614 -5.393 -1.405 0.082
H -3.597 -3.798 -1.931 0.086
H -1.704 -3.802 -1.854 0.076
H -3.600 -4.176 0.779 0.080
H -3.270 -1.660 -0.680 0.064
H -1.017 -0.784 1.964 -0.062
H -1.948 0.938 -0.412 0.091
H -0.965 -0.057 -1.677 0.102
H 0.588 1.216 0.881 0.118
H -0.038 2.485 -0.444 0.151
C 4.700 3.423 -4.965 -0.074
C 5.609 2.571 -5.833 -0.273
O 6.147 3.272 -6.954 -0.165
C 6.950 4.412 -6.660 -0.282
C 8.176 4.092 -5.824 -0.085
H 3.874 3.830 -5.559 0.086
H 4.284 2.826 -4.147 0.052
H 5.233 4.269 -4.525 0.069
H 5.028 1.735 -6.238 0.120
H 6.417 2.125 -5.243 0.106
H 6.342 5.191 -6.191 0.104
H 7.279 4.819 -7.624 0.119
H 7.908 3.693 -4.843 0.065
H 8.777 4.993 -5.666 0.077
H 8.796 3.339 -6.324 0.083
C -8.244 -4.096 6.042 -0.084
C -6.852 -4.147 5.439 -0.276
O -6.288 -2.857 5.202 -0.185
C -6.120 -2.021 6.344 -0.280
C -5.208 -2.615 7.403 -0.082
H -8.922 -3.526 5.398 0.083
H -8.644 -5.109 6.163 0.078
H -8.247 -3.617 7.023 0.064
H -6.907 -4.646 4.466 0.119
H -6.174 -4.748 6.054 0.106
H -7.094 -1.755 6.765 0.105
H -5.676 -1.085 5.984 0.117
H -5.608 -3.548 7.809 0.065
H -5.081 -1.915 8.235 0.078
H -4.223 -2.840 6.978 0.084
```

The value obtained for the highest occupied orbital energy is -8.06 eV. The charge is 0. The LUMO energy comes out at -0.0975 Ha. The calculation puts the orbital gap at 5.4 eV.

***

No. 3
C15H30InN3O2P | wB97M-V/def2-TZVPD

Structure (XYZ):
```
52
Properties=species:S:1:pos:R:3:lowdin_charge:R:1
C -0.597 2.502 -2.186 -0.105
C -0.209 1.350 -3.076 -0.233
N 0.043 0.188 -2.447 0.043
C 0.044 -1.002 -3.124 -0.267
C 0.215 -0.936 -4.530 0.014
C 0.044 0.285 -5.198 0.010
C -0.192 1.449 -4.466 0.029
C -0.273 -2.318 -2.401 -0.234
P 0.251 -2.473 -0.614 0.903
H -0.402 2.413 -4.912 0.135
H 0.179 -1.901 -5.060 0.131
H 0.063 0.314 -6.282 0.132
C 1.479 2.856 -0.951 -0.052
C -0.640 3.258 0.154 -0.063
H -0.214 -3.157 -3.161 0.137
H -1.681 2.570 -2.062 0.150
H -0.303 3.420 -2.675 0.137
C 1.775 -3.460 -0.440 -0.209
C -1.096 -3.529 0.011 -0.205
H 1.938 -3.619 0.637 0.067
H 1.610 -4.412 -0.962 0.076
H 2.589 -2.865 -0.874 0.061
H -1.253 -3.267 1.071 0.067
H -2.026 -3.328 -0.536 0.065
H -0.826 -4.594 -0.080 0.081
H -0.619 4.325 -0.100 0.115
H -1.673 2.926 0.243 0.097
H -0.152 3.139 1.117 0.092
H 1.542 3.916 -1.270 0.119
H 1.940 2.762 0.037 0.093
H 2.004 2.206 -1.659 0.097
In -0.170 0.115 -0.107 0.730
H 1.603 -0.291 -0.027 0.099
O -2.351 0.145 0.054 -0.278
H -1.378 -2.389 -2.169 0.097
H -2.494 0.119 -0.876 -0.070
N 0.058 2.436 -0.846 -0.316
C 0.374 -0.029 5.417 -0.018
N -0.339 0.098 4.163 -0.115
C -1.797 0.240 4.217 0.014
C 0.246 0.116 2.968 -0.446
C 1.721 -0.095 2.805 0.019
O -0.521 0.329 1.992 -0.104
H -0.357 0.032 6.222 0.096
H 1.119 0.773 5.538 0.111
H 0.913 -0.987 5.492 0.110
H -2.112 1.170 3.724 0.110
H -2.290 -0.592 3.694 0.111
H -2.071 0.249 5.282 0.101
H 1.906 -1.048 2.286 0.086
H 2.144 0.721 2.197 0.093
H 2.236 -0.129 3.769 0.088
```

The value obtained for the highest occupied orbital energy (alpha / beta) is -15.58 / -15.57 eV. The charge is +2. As for the spin multiplicity: 2. The LUMO energy (alpha / beta) comes out at -0.2175 / -0.3541 Ha. The calculation puts the orbital gap (alpha / beta) at 9.7 / 5.9 eV.

***

No. 4
C15H30NO18 | wB97M-V/def2-TZVPD

Structure (XYZ):
```
64
Properties=species:S:1:pos:R:3:lowdin_charge:R:1
N -0.723 0.578 -1.359 -0.513
O -1.466 1.485 -1.686 0.163
O -0.374 0.443 -0.173 0.109
O -0.515 -0.339 -2.207 0.256
C -1.664 -2.160 1.682 -0.032
O -0.437 -2.893 1.519 -0.069
C 0.185 -3.129 0.256 -0.463
O -0.382 -2.918 -0.863 0.071
O 1.428 -3.518 0.351 0.017
C 2.079 -3.651 1.562 -0.070
H -2.239 -2.202 0.757 0.067
H -1.339 -1.122 1.746 0.078
H -2.307 -2.533 2.479 0.097
H 1.578 -4.199 2.359 0.102
H 2.388 -2.676 1.938 0.096
H 3.011 -4.167 1.329 0.099
C -4.273 0.322 -0.620 -0.035
O -4.976 -0.920 -0.788 -0.018
C -4.361 -2.072 -1.182 -0.551
O -3.242 -2.167 -1.643 0.129
O -5.331 -3.000 -1.146 -0.008
C -5.057 -4.344 -1.323 -0.069
H -3.423 0.208 0.052 0.081
H -4.989 1.018 -0.184 0.095
H -3.925 0.808 -1.532 0.084
H -4.455 -4.618 -2.189 0.101
H -6.057 -4.771 -1.403 0.097
H -4.594 -4.771 -0.434 0.097
C -1.983 4.361 6.081 -0.025
O -0.979 3.437 5.668 0.013
C -0.458 3.313 4.478 -0.585
O -0.656 4.164 3.564 0.062
O 0.343 2.289 4.390 0.030
C 0.961 1.893 3.179 -0.036
H -2.683 4.411 5.247 0.096
H -1.616 5.312 6.468 0.100
H -2.670 3.970 6.831 0.090
H 1.603 2.708 2.843 0.099
H 0.415 1.576 2.291 0.080
H 1.646 1.095 3.468 0.099
C 0.148 3.960 0.250 0.007
O 1.342 3.634 -0.543 0.033
C 1.323 3.433 -1.815 -0.742
O 0.329 3.652 -2.515 0.086
O 2.394 2.937 -2.152 0.042
C 2.653 2.690 -3.516 -0.008
H 0.078 4.971 0.650 0.096
H 0.240 3.349 1.148 0.042
H -0.811 3.756 -0.226 0.090
H 2.111 1.786 -3.797 0.099
H 3.724 2.526 -3.634 0.103
H 2.285 3.521 -4.118 0.106
C 5.321 -2.943 -3.536 -0.020
O 3.870 -2.996 -3.718 -0.017
C 2.965 -2.255 -3.032 -0.594
O 1.784 -2.406 -3.047 0.163
O 3.607 -1.367 -2.283 -0.013
C 2.904 -0.473 -1.476 -0.048
H 5.637 -2.023 -4.028 0.085
H 5.719 -3.746 -4.155 0.094
H 5.622 -2.843 -2.493 0.092
H 2.525 -0.939 -0.567 0.101
H 2.245 0.189 -2.038 0.073
H 3.524 0.368 -1.166 0.095
```

The value obtained for the highest occupied orbital energy (alpha / beta) is -10.16 / -10.16 eV. The charge is 0. As for the spin multiplicity: 2. The LUMO energy (alpha / beta) comes out at -0.0024 / -0.1400 Ha. The calculation puts the orbital gap (alpha / beta) at 10.1 / 6.4 eV.

***

> What is the formula in the first record?

C15H30F6O6SSi2

***

> charge of number 3 (C15H30InN3O2P)?

+2